Density functional theory data (wB97M-V/def2-TZVPD) for a cluster of 10 separate species, C19H53Cl2FN19O10 in total in a non-equilibrium geometry.

Output
LUMO = -1.907 eV
Total charge = +1
M = 797.66 g mol⁻¹
Orbital gap = 0.32707 Eh
HOMO level = -10.8 eV

```
104
Properties=species:S:1:pos:R:3:forces:R:3:lowdin_charge:R:1
C -1.69029 -0.02128 4.32904 -0.268 -0.159 -0.234 -0.13
C -0.42926 0.05552 3.58186 1.257 -1.476 -1.577 -0.70
Cl 0.46368 1.53593 3.70137 0.365 0.292 0.073 0.71
C 0.06505 -0.91684 2.75624 -0.432 1.438 1.026 -0.64
Cl -0.84407 -2.33135 2.50463 -0.461 -0.506 0.037 0.81
C 1.32685 -0.82811 1.93074 -0.090 0.206 0.014 -0.38
C 1.06769 0.01038 0.69118 0.137 -0.137 -0.111 -0.05
N 2.38542 0.18250 -0.00438 -0.229 0.091 0.066 -0.05
C 2.44970 1.25036 -1.06847 -0.063 -0.447 0.015 -0.09
C 1.25330 1.37056 -1.97033 -0.107 -0.052 -0.255 -0.14
C 1.08057 0.25014 -2.96667 -0.067 0.011 -0.066 -0.18
F 0.30192 -0.77510 -2.43440 0.030 -0.116 0.124 -0.05
C 2.86189 -1.15386 -0.45527 0.092 -0.143 -0.095 -0.08
C 2.87615 -2.14016 0.69631 0.116 -0.031 0.059 -0.14
O 1.74623 -2.10759 1.53477 -0.317 -0.165 0.032 -0.11
H -2.42548 -0.40791 3.63359 -0.431 -0.121 0.121 0.05
H -1.59417 -0.70146 5.16987 -0.059 -0.074 0.287 0.09
H -2.03427 0.95756 4.63097 -0.021 0.152 0.202 0.08
H 2.10248 -0.34760 2.52892 0.226 0.169 0.247 0.14
H 0.42507 -0.55548 0.02838 -0.209 0.038 -0.223 0.15
H 0.62594 0.96841 0.92292 0.060 0.299 0.084 0.12
H 3.04494 0.47995 0.71346 0.113 0.087 0.096 0.19
H 2.62347 2.17328 -0.55169 0.081 0.533 0.291 0.11
H 3.32399 1.02453 -1.66694 0.342 -0.059 0.035 0.13
H 0.32326 1.54013 -1.43977 -0.235 0.033 0.104 0.11
H 1.42078 2.27293 -2.55189 0.043 0.248 -0.051 0.13
H 2.04377 -0.17992 -3.23603 0.157 -0.082 -0.129 0.11
H 0.59152 0.60819 -3.86495 -0.197 -0.009 -0.109 0.13
H 3.85764 -1.01558 -0.85930 0.228 -0.135 -0.090 0.09
H 2.21920 -1.50159 -1.25191 -0.374 0.118 -0.094 0.13
H 3.79217 -2.04163 1.27658 0.168 0.209 0.234 0.14
H 2.88065 -3.12921 0.25758 0.124 -0.255 -0.022 0.14
C -0.49769 -0.47881 8.46709 -0.142 0.107 0.060 -0.68
O -0.88436 -1.43882 7.82918 0.036 0.016 -0.049 0.04
N -0.20072 -0.54062 9.80241 0.040 0.051 -0.219 0.15
N -0.32004 0.75275 7.87862 0.119 -0.115 0.073 0.15
H 0.08680 0.25509 10.33968 -0.078 0.027 0.041 0.10
H -0.31163 -1.42549 10.26424 0.103 -0.061 -0.017 0.11
H -0.51583 0.80631 6.89795 -0.031 0.061 -0.050 0.07
H -0.01088 1.57338 8.36287 -0.038 0.002 0.060 0.09
C -4.65686 0.96694 1.51922 -0.221 -0.153 -0.007 -0.67
O -4.21574 0.63518 2.61499 0.108 0.109 -0.112 0.00
N -4.69879 0.13023 0.45058 0.161 0.282 -0.024 0.17
N -5.16406 2.22036 1.29604 0.203 0.032 -0.078 0.15
H -5.07488 0.38144 -0.45434 -0.114 -0.238 0.036 0.05
H -4.35992 -0.80210 0.58747 0.004 -0.047 0.039 0.10
H -5.19356 2.85113 2.07291 -0.048 -0.001 0.054 0.10
H -5.55606 2.49848 0.41574 -0.054 -0.047 0.014 0.10
C 5.82783 -1.16644 -3.19303 0.037 0.072 -0.009 -0.65
O 5.48945 -1.01150 -2.01814 -0.060 0.057 -0.083 -0.02
N 6.63465 -2.19496 -3.57068 -0.109 0.056 -0.013 0.16
N 5.41179 -0.33087 -4.17927 0.128 -0.212 0.141 0.17
H 6.93427 -2.33903 -4.51570 0.025 0.032 -0.030 0.10
H 6.96265 -2.81453 -2.85489 0.028 -0.006 0.046 0.11
H 4.82518 0.43917 -3.92724 -0.021 0.078 -0.050 0.09
H 5.65738 -0.42579 -5.14750 -0.089 0.016 -0.047 0.09
C -1.39261 4.46106 -1.60793 -0.206 0.078 -0.015 -0.69
O -1.71584 3.55914 -2.35940 0.212 0.059 0.058 0.03
N -1.31366 4.29315 -0.25106 0.307 -0.096 0.021 0.15
N -1.07514 5.72086 -2.05449 0.296 -0.209 0.023 0.15
H -1.05545 5.02365 0.38564 -0.108 0.054 0.017 0.09
H -1.57645 3.39831 0.11862 -0.161 0.002 0.017 0.10
H -1.14797 5.88848 -3.04023 -0.067 0.017 -0.044 0.11
H -0.84054 6.48194 -1.44563 -0.163 0.051 0.040 0.09
C 3.34916 -1.95661 9.89630 0.056 0.057 0.052 -0.68
O 2.50239 -2.63322 10.45026 0.011 0.020 -0.015 0.03
N 3.03429 -0.81215 9.20895 0.020 -0.108 0.084 0.15
N 4.68129 -2.28058 9.92796 -0.139 0.051 -0.049 0.15
H 3.71365 -0.22966 8.76078 0.029 -0.008 -0.023 0.09
H 2.05935 -0.57045 9.17696 0.010 -0.034 -0.042 0.06
H 4.93768 -3.10868 10.42942 -0.001 -0.043 0.034 0.10
H 5.39455 -1.73541 9.48549 0.013 0.028 -0.019 0.09
C 3.68625 -0.86408 -7.21166 -0.094 -0.043 -0.163 -0.68
O 3.88332 0.22058 -6.68086 0.031 -0.101 0.123 0.00
N 2.92302 -1.83902 -6.62825 0.165 0.101 -0.075 0.16
N 4.21968 -1.18161 -8.42743 0.014 -0.029 0.158 0.16
H 2.74535 -2.72958 -7.05139 -0.015 -0.010 -0.035 0.10
H 2.51384 -1.63323 -5.73875 -0.037 0.020 0.059 0.09
H 4.76853 -0.47947 -8.88592 -0.004 0.050 -0.031 0.11
H 4.06657 -2.05790 -8.88815 -0.036 -0.018 -0.017 0.10
C 3.38147 5.57147 -0.20718 -0.011 -0.079 0.007 -0.68
O 4.26537 5.28928 0.57776 -0.001 -0.008 -0.028 0.03
N 3.50632 6.54552 -1.15634 -0.032 -0.110 0.091 0.16
N 2.17531 4.90395 -0.19582 -0.046 0.032 -0.248 0.14
H 2.78489 6.78089 -1.80972 -0.037 -0.004 -0.007 0.09
H 4.37382 7.04683 -1.18500 0.044 0.023 0.008 0.11
H 2.05928 4.19651 0.50232 -0.050 0.079 0.153 0.08
H 1.42353 5.08553 -0.83620 -0.009 0.013 -0.019 0.06
C -6.12674 -1.09795 -2.94037 -0.166 -0.055 -0.167 -0.66
O -5.99425 -0.15049 -2.17109 0.119 0.063 0.051 -0.01
N -6.27239 -2.38119 -2.53013 0.235 0.066 -0.129 0.17
N -6.15544 -0.90979 -4.29683 0.086 -0.051 0.125 0.15
H -6.39646 -3.15810 -3.16627 -0.195 0.038 0.142 0.05
H -6.27501 -2.55008 -1.54328 -0.052 -0.007 0.061 0.11
H -6.06492 0.02812 -4.63475 -0.012 0.052 -0.003 0.10
H -6.29303 -1.66074 -4.94520 -0.050 -0.041 0.007 0.09
C -8.09045 -5.03081 -4.93053 -0.012 -0.079 0.037 -0.66
O -7.38748 -4.66079 -3.99721 0.084 0.061 -0.161 0.00
N -7.59464 -5.19809 -6.19245 -0.109 0.089 0.102 0.16
N -9.41259 -5.30641 -4.76520 0.083 0.024 -0.065 0.16
H -8.15075 -5.50627 -6.96647 -0.025 -0.027 -0.010 0.10
H -6.61756 -5.03016 -6.33118 0.065 -0.029 0.011 0.10
H -9.79506 -5.19152 -3.84610 -0.005 0.013 0.047 0.11
H -10.00930 -5.61843 -5.50661 -0.007 -0.021 -0.028 0.10
```
Positions in Å, forces in eV/Å.